Formula: C32H29ClN6O6S4SiSn
Source: the Open Molecules 2025 dataset
Level of theory: wB97M-V/def2-TZVPD

Geometry as XYZ:
```
80
C32H29ClN6O6S4SiSn, DFT wB97M-V/def2-TZVPD
Sn 0.44993 0.33943 0.47447
N -1.24017 1.79733 2.01027
N -0.66737 3.02673 2.37907
C 0.76103 3.13583 2.32007
O 1.22883 4.08783 2.93327
O 1.36663 2.28963 1.62027
H -2.17957 1.92113 1.64417
H -1.30627 1.13083 2.77707
H -1.02517 3.43703 3.23987
S -3.13407 6.49323 -2.96303
C -2.51817 7.94703 -2.28213
C -1.60377 7.70203 -1.30973
C -1.38167 6.32643 -1.09533
C -2.13047 5.52153 -1.90833
C -2.19317 4.08013 -1.96703
C -1.34667 3.26243 -1.17543
N -1.40937 1.96163 -1.17693
C -2.29587 1.33363 -1.96153
C -3.17267 2.04443 -2.81833
C -4.07867 1.32983 -3.65343
C -4.11787 -0.02447 -3.63783
C -3.26287 -0.77617 -2.78293
C -3.27127 -2.17467 -2.73343
C -2.39667 -2.83567 -1.88923
C -1.54347 -2.04347 -1.09383
N -1.52727 -0.74817 -1.12373
C -2.35487 -0.09557 -1.94133
C -2.33277 -4.27227 -1.79863
C -2.98837 -5.20847 -2.55543
C -2.67377 -6.53227 -2.20303
C -1.78417 -6.59427 -1.17513
S -1.31217 -5.03517 -0.62463
C -3.10097 3.44003 -2.79543
H -2.87607 8.88793 -2.65233
H -1.10567 8.47993 -0.75883
H -0.68797 5.94733 -0.36833
H -0.59577 3.69083 -0.52663
H -4.72997 1.90423 -4.30073
H -4.80067 -0.56787 -4.27753
H -3.95227 -2.72497 -3.36773
H -0.83647 -2.49997 -0.41733
H -3.66497 -4.95917 -3.35223
H -3.08897 -7.39797 -2.69173
H -1.37487 -7.47087 -0.71023
H -3.76097 4.01933 -3.43103
S 2.37863 3.16553 -1.71213
C 3.28473 2.08943 -0.83353
N 3.29023 0.77323 -1.18773
C 4.04463 -0.14807 -0.56963
C 4.90593 0.19843 0.42727
C 4.90743 1.53883 0.86537
C 4.11973 2.46223 0.24967
H 2.54703 0.42643 -1.81503
H 3.93583 -1.16237 -0.92153
H 5.50793 -0.54897 0.91707
H 5.53333 1.82073 1.69937
H 4.06663 3.48463 0.58597
C 3.78463 -4.53377 2.81397
Si 3.48933 -2.78857 3.56567
C 5.19653 -2.19597 4.23497
C 2.33803 -2.97347 5.08637
C 2.73483 -1.64927 2.33747
C 2.10393 -0.94327 1.56057
H 4.22273 -5.23427 3.52247
H 4.44713 -4.47657 1.95457
H 2.84523 -4.95447 2.46807
H 5.56223 -2.81997 5.04867
H 5.12223 -1.17937 4.60977
H 5.95293 -2.20067 3.45477
H 2.61823 -3.78567 5.75527
H 1.32133 -3.15317 4.75107
H 2.32483 -2.05447 5.66587
S 0.25933 -2.76967 -3.77783
C 0.82893 -1.61637 -2.82533
N 1.24863 -0.77747 -2.12513
O -3.30587 -1.80737 0.87117
Cl -2.57817 -1.51387 2.06017
O -2.83117 -2.52797 3.02817
O -3.00947 -0.25337 2.57097
O -1.18077 -1.46707 1.78477
```

Summary:
gap between HOMO and LUMO: 5.89 eV
maximum force: 1.88 eV/A
ΔE to the lowest compared entry with this formula, charge and spin: 26.9 kcal per mole
multiplicity: 1
electronic energy: -4573.40434 a.u.
charge: -2

Formula: C5H11N
Source: the Open Molecules 2025 dataset
Level of theory: wB97M-V/def2-TZVPD

Geometry as XYZ:
```
17
C5H11N, DFT wB97M-V/def2-TZVPD
C -2.34529 -0.60254 -0.25716
C -2.15164 0.79898 0.04529
C -0.48339 0.94086 0.50027
C 0.44339 -0.16369 0.04138
N 1.81532 -0.05046 0.39201
C 2.59100 -0.79616 -0.55413
H -2.54233 -0.81189 -1.30162
H 0.29823 -0.24954 -1.05886
H -2.90910 -1.20763 0.44028
H -2.45492 1.24268 0.99207
H -2.19482 1.61173 -0.67364
H -0.19688 1.98514 0.34450
H -0.60957 0.83502 1.58413
H 0.04416 -1.09460 0.53254
H 2.53768 -1.89887 -0.42649
H 3.65027 -0.51948 -0.41742
H 2.42434 -0.46376 -1.60539
```

Summary:
gap between HOMO and LUMO (spin up / spin down): 5.79 / 4.94 eV
maximum force: 4.20 eV/A
ΔE to the lowest compared entry with this formula, charge and spin: 63.0 kcal per mole
multiplicity: 2
electronic energy: -251.69923 a.u.
charge: -1

Formula: C5H9NO
Source: the Open Molecules 2025 dataset
Level of theory: wB97M-V/def2-TZVPD

Geometry as XYZ:
```
16
C5H9NO, DFT wB97M-V/def2-TZVPD
C 0.82155 -0.04922 -1.47372
C 0.77799 -0.60712 -0.05577
O 1.77378 -0.04301 0.77858
C -0.60140 -0.43684 0.64938
C -0.86288 0.97832 1.18701
C -1.68215 -0.84284 -0.26331
N -2.52436 -1.10056 -1.01489
H 0.24571 -0.67984 -2.15696
H 1.85737 -0.03507 -1.83188
H 0.41372 0.96743 -1.52873
H 0.97765 -1.68506 -0.09797
H 2.18881 0.69110 0.31068
H -0.60956 -1.13593 1.49458
H -1.60341 0.94873 1.99056
H -1.23994 1.65331 0.41298
H 0.06714 1.37660 1.59945
```

Summary:
gap between HOMO and LUMO: 11.46 eV
SMILES: C[C@@H](O)[C@@H](C)C#N
maximum force: 1.17 eV/A
ΔE to the lowest compared entry with this formula, charge and spin: 24.1 kcal per mole
multiplicity: 1
electronic energy: -325.89909 a.u.

Formula: C29H48AsGeNO2RuSSi2
Source: the Open Molecules 2025 dataset
Level of theory: wB97M-V/def2-TZVPD

Geometry as XYZ:
```
86
C29H48AsGeNO2RuSSi2, DFT wB97M-V/def2-TZVPD
Ru 0.07098 0.94562 -0.36574
C 4.21492 0.78471 -2.67486
Si 2.62717 0.26305 -1.81024
C 2.69825 -1.60251 -1.69869
C 1.07133 0.76171 -2.78624
C 2.41477 1.09881 -0.18438
C 2.26187 2.54069 -0.35693
C 3.24136 3.54564 -0.26281
C 2.89566 4.86136 -0.47720
C 1.57567 5.19284 -0.78890
C 0.65144 4.17249 -0.84696
N 0.98274 2.89958 -0.62484
Si 3.32793 0.52362 1.31420
C 5.20594 0.42806 1.11041
C 2.74108 -1.17282 1.85107
C 3.01203 1.71205 2.74613
H 4.36089 0.30212 -3.64484
H 5.04700 0.49710 -2.02847
H 4.27075 1.86582 -2.82686
H 2.73118 -2.03123 -2.70471
H 1.84537 -2.01933 -1.16436
H 3.61413 -1.91100 -1.18771
H 0.94804 0.14091 -3.67756
H 1.06354 1.80963 -3.08579
H 0.08480 0.55460 -2.27931
H 4.26141 3.26162 -0.03935
H 3.64943 5.63700 -0.41872
H 1.27652 6.21328 -0.98093
H -0.39058 4.36305 -1.07450
H 5.48645 -0.19748 0.25935
H 5.66663 -0.00682 2.00186
H 5.65381 1.41399 0.95728
H 3.10240 -1.96244 1.18936
H 1.64998 -1.21379 1.84988
H 3.10405 -1.39443 2.85898
H 3.11271 2.76053 2.45428
H 3.70827 1.52308 3.56717
H 1.99572 1.55049 3.10765
C -0.57023 2.39129 4.22168
As -1.31916 1.96814 2.51011
C -1.85319 3.61745 1.68894
C -2.90509 0.94022 2.87107
O -0.16157 1.11224 1.67412
H -1.34067 2.79389 4.87768
H 0.23077 3.11601 4.09146
H -0.15868 1.47642 4.64407
H -2.47432 4.18029 2.38542
H -2.40840 3.40152 0.77803
H -0.95601 4.18224 1.44345
H -3.43502 1.37929 3.71595
H -2.59188 -0.07449 3.11067
H -3.55015 0.92143 1.99635
C -4.57068 2.02609 -1.85023
Ge -2.70931 1.65200 -2.34770
C -1.99502 3.21170 -3.29362
C -2.67616 0.10195 -3.54043
C -1.72271 1.21323 -0.69683
H -5.16798 2.26206 -2.73191
H -4.63103 2.87445 -1.16561
H -5.01409 1.15825 -1.36016
H -2.61956 3.40197 -4.16801
H -0.97343 3.03706 -3.63201
H -2.00886 4.10771 -2.67248
H -3.27241 0.31557 -4.42905
H -3.09367 -0.77225 -3.04134
H -1.66125 -0.13360 -3.85479
H -2.46259 1.01234 0.10164
C -4.16978 -7.00023 0.43727
C -3.36093 -8.18339 0.90055
O -3.83210 -9.27683 1.07024
S -1.61395 -7.98382 1.23746
C -1.29470 -6.26763 0.91998
C -1.33999 -5.34069 1.95737
C -1.08983 -4.00276 1.71063
C -0.78015 -3.55457 0.42121
C -0.71601 -4.50063 -0.60920
C -0.96655 -5.83893 -0.36230
C -0.51980 -2.17458 0.16038
C -0.29631 -0.99919 -0.05333
H -5.21788 -7.21170 0.63644
H -4.02890 -6.89294 -0.64017
H -3.86412 -6.06825 0.90548
H -1.57455 -5.67577 2.95998
H -1.12226 -3.28516 2.52006
H -0.46319 -4.16843 -1.60755
H -0.91231 -6.56065 -1.16763
```

Summary:
gap between HOMO and LUMO: 6.90 eV
maximum force: 0.82 eV/A
multiplicity: 1
electronic energy: -6723.74167 a.u.

Formula: C13H35N2O9Zr
Source: the Open Molecules 2025 dataset
Level of theory: wB97M-V/def2-TZVPD

Geometry as XYZ:
```
60
C13H35N2O9Zr, DFT wB97M-V/def2-TZVPD
Zr -0.29665 0.19322 -1.09729
C -2.00243 0.29166 -3.07806
O -0.82143 -0.00616 -3.07883
O -2.73779 0.38818 -4.23660
O -2.24706 0.51071 -1.90862
H -3.65933 0.60324 -4.13724
C 0.40857 3.05485 -1.71714
C 1.64328 2.26894 -1.79437
O 1.33663 0.97668 -2.19603
O -0.49135 2.32273 -1.30687
H 0.20509 3.43593 -2.70746
H 0.48960 4.04937 -1.19125
H 2.10063 2.34105 -0.85804
H 2.22432 2.73329 -2.63902
H 1.90895 0.87513 -3.03130
H -1.32253 2.88904 -1.54752
C -1.46774 -2.50165 1.34489
C -1.05146 -2.81427 -0.03553
O -1.35125 -1.70798 -0.91264
O -0.62351 -1.75632 1.83208
H -1.36343 -3.46039 1.81128
H -2.53345 -2.20816 1.41879
H -1.58178 -3.59247 -0.59811
H 0.04448 -3.02197 0.01856
H -1.76095 -2.21528 -1.67664
H -0.33049 -2.27523 2.65638
C -2.43547 2.76192 1.29247
C -1.20862 1.84574 1.43563
C -0.98830 1.57146 2.91363
O 0.08542 0.69239 2.90401
C 0.61159 0.24517 4.12613
N -1.43385 0.66919 0.68854
H -3.28865 2.30496 1.81170
H -2.82114 3.07048 0.31241
H -2.19717 3.62944 1.85426
H -0.27336 2.30968 1.07862
H -1.85340 1.24431 3.46172
H -0.68466 2.48346 3.46872
H 1.38333 -0.42448 4.09055
H -0.23263 -0.03972 4.74982
H 1.00492 1.11421 4.68671
H -1.32188 -0.04121 1.43886
H -2.48352 0.46093 0.67839
C 2.85316 -1.61792 1.21336
C 2.49098 -0.72859 0.07421
C 2.34345 -1.48472 -1.26859
O 0.99075 -1.53076 -1.73975
C 0.87993 -2.45518 -2.86900
N 1.19782 -0.10068 0.34776
H 2.53817 -0.99486 1.98457
H 3.90469 -1.86593 1.28241
H 2.24983 -2.51517 1.15907
H 3.25576 -0.07282 0.06586
H 2.75474 -2.51144 -1.27044
H 2.89508 -1.09791 -2.04584
H 1.61824 -2.19753 -3.63535
H -0.12509 -2.59556 -3.30720
H 1.08968 -3.33381 -2.46499
H 1.68733 0.56967 1.05480
H 0.79397 -0.73882 1.09351
```

Summary:
gap between HOMO and LUMO: 8.87 eV
maximum force: 12.24 eV/A
ΔE to the lowest compared entry with this formula, charge and spin: 17.1 kcal per mole
multiplicity: 1
electronic energy: -1348.96206 a.u.
charge: +3

Formula: C48H50F7NO3
Source: the Open Molecules 2025 dataset
Level of theory: wB97M-V/def2-TZVPD

Geometry as XYZ:
```
109
C48H50F7NO3, DFT wB97M-V/def2-TZVPD
C 7.49265 -2.32634 2.21121
O 6.74382 -1.80605 1.13862
C 5.52909 -1.21339 1.53039
C 4.39221 -1.45008 0.51506
N 4.81094 -2.33919 -0.52979
O 3.26325 -2.05309 1.10303
C 2.33652 -1.17117 1.69443
C 0.96482 -1.83257 1.86691
C 0.90873 -3.27418 1.39048
O -0.01781 -1.09517 1.12124
H 7.68588 -1.54471 2.95919
H 8.43758 -2.69328 1.81298
H 6.94515 -3.13904 2.70927
H 5.69127 -0.14217 1.70772
H 5.19359 -1.66344 2.47761
H 4.04499 -0.45462 0.17717
H 5.71380 -2.06847 -0.89185
H 4.13182 -2.35115 -1.27844
H 2.73465 -0.78842 2.64790
H 2.21211 -0.30212 1.02910
H 0.68219 -1.80770 2.92715
H 1.27230 -3.35505 0.36972
H 1.54057 -3.91525 2.00958
H -0.12489 -3.62571 1.43834
H -0.35553 -0.40532 1.69820
F -1.81919 -1.23748 3.60470
C -3.00316 -1.37776 2.94587
C -3.40823 -0.36822 2.10488
C -4.60836 -0.52871 1.42349
C -5.34248 -1.69666 1.56895
C -4.88681 -2.69986 2.41223
C -3.71496 -2.54008 3.13509
H -2.79912 0.51684 1.98459
H -4.94425 0.24790 0.74879
H -6.24670 -1.84526 0.99428
H -5.43229 -3.63095 2.48871
H -3.33406 -3.30875 3.79325
F -1.02985 2.00403 1.54902
C -0.56227 2.55328 2.70304
C -0.79532 3.89096 2.93357
C -0.31216 4.43119 4.11715
C 0.38489 3.64464 5.02412
C 0.60514 2.30219 4.74989
C 0.12480 1.74138 3.57465
H -1.33142 4.48197 2.20448
H -0.48230 5.47886 4.32712
H 0.75719 4.07796 5.94205
H 1.14981 1.68293 5.45017
H 0.27804 0.69567 3.34664
F -4.00260 -3.79336 -0.37667
C -4.20288 -3.17774 -1.56648
C -3.66501 -1.91684 -1.76082
C -3.97914 -1.25529 -2.94332
C -4.77201 -1.86549 -3.90573
C -5.26552 -3.14103 -3.68500
C -4.99902 -3.80836 -2.49805
H -3.06509 -1.46541 -0.98065
H -3.61215 -0.24978 -3.10725
H -5.00795 -1.34396 -4.82295
H -5.88748 -3.61783 -4.43152
H -5.39795 -4.79113 -2.28909
F -4.00047 3.36743 7.15563
C -4.14857 2.02333 7.12276
C -5.09078 1.44616 7.94877
C -5.23423 0.06602 7.90821
C -4.45064 -0.70190 7.05876
C -3.51357 -0.08533 6.24200
C -3.35141 1.29335 6.26648
H -5.68830 2.06842 8.60000
H -5.96833 -0.40784 8.54694
H -4.57271 -1.77614 7.02887
H -2.88915 -0.66879 5.57938
H -2.62660 1.79707 5.64011
F 2.56915 3.72506 2.15317
C 2.60468 4.05104 0.84093
C 1.68226 3.47525 -0.00655
C 1.74149 3.80484 -1.35374
C 2.69611 4.69536 -1.82395
C 3.60374 5.26071 -0.93879
C 3.56770 4.94071 0.41122
H 0.94844 2.77549 0.37458
H 1.02996 3.35910 -2.03676
H 2.73344 4.94746 -2.87482
H 4.35133 5.95593 -1.29816
H 4.26456 5.36242 1.12184
F -1.59980 -1.20782 -5.79907
C -0.44326 -1.54753 -5.18113
C 0.55878 -2.12527 -5.93237
C 1.74545 -2.45397 -5.29148
C 1.90877 -2.20876 -3.93522
C 0.87418 -1.62833 -3.21368
C -0.31973 -1.29250 -3.83144
H 0.41260 -2.29375 -6.98959
H 2.54836 -2.89697 -5.86638
H 2.83707 -2.46543 -3.44095
H 0.98895 -1.42883 -2.16042
H -1.13670 -0.84034 -3.28813
F 2.33867 -0.96148 -8.26719
C 2.15978 0.37848 -8.27869
C 1.00470 0.88253 -8.83848
C 0.82936 2.25913 -8.83615
C 1.79009 3.09364 -8.28307
C 2.93784 2.54800 -7.72522
C 3.13577 1.17466 -7.71679
H 0.27032 0.20893 -9.25722
H -0.06958 2.67840 -9.26900
H 1.64417 4.16512 -8.28466
H 3.68936 3.19367 -7.28969
H 4.01692 0.72114 -7.28523
```

Summary:
gap between HOMO and LUMO: 9.62 eV
SMILES: COC[C@@H](N)OC[C@H](C)O.Fc1ccccc1.Fc1ccccc1.Fc1ccccc1.Fc1ccccc1.Fc1ccccc1.Fc1ccccc1.Fc1ccccc1
maximum force: 0.68 eV/A
multiplicity: 1
electronic energy: -2838.54092 a.u.

Formula: C4H6O2
Source: the Open Molecules 2025 dataset
Level of theory: wB97M-V/def2-TZVPD

Geometry as XYZ:
```
12
C4H6O2, DFT wB97M-V/def2-TZVPD
O -0.59086 2.31456 0.65534
C -0.35006 1.80910 -0.36801
C 0.04609 1.36725 -1.54430
C 0.66275 -1.05499 1.04287
C -0.65411 -1.20394 0.34326
O -1.46173 -0.32842 0.13508
H -0.34536 0.47242 -2.00461
H 0.69571 2.03794 -2.08875
H 1.41739 -1.71418 0.60134
H 1.03284 -0.02957 1.10788
H 0.45178 -1.42433 2.05456
H -0.90444 -2.24585 0.06533
```

Summary:
gap between HOMO and LUMO: 9.83 eV
SMILES: C=C=O.CC=O
maximum force: 0.98 eV/A
ΔE to the lowest compared entry with this formula, charge and spin: 43.0 kcal per mole
multiplicity: 1
electronic energy: -306.43780 a.u.

Formula: C8H14BN3O2
Source: the Open Molecules 2025 dataset
Level of theory: wB97M-V/def2-TZVPD

Geometry as XYZ:
```
28
C8H14BN3O2, DFT wB97M-V/def2-TZVPD
B -3.33118 -0.23643 -0.95476
C -2.00394 -0.87529 -1.18308
C -1.08561 -1.81986 -1.22465
C 1.55927 0.58951 -1.02408
C 0.83701 0.52079 1.74665
C -0.25197 0.26575 0.66643
C 1.76172 1.69769 1.23536
C -0.57628 -3.12259 -0.86239
C 3.66274 1.42114 -0.23334
N -0.48993 -0.55791 -1.59775
N 0.32295 0.28498 -0.72953
N 2.22207 1.28609 -0.04130
O -3.42681 1.11139 -1.05549
O -4.35536 -1.06257 -0.41811
H 0.53163 0.94717 2.64213
H 1.36578 -0.39942 1.91432
H -0.61466 -0.71173 0.87430
H -1.07447 1.03718 0.75671
H 1.12275 2.61807 1.37299
H 2.48094 1.86604 2.01673
H 0.27608 -3.28113 -1.48090
H -0.28372 -2.94820 0.22917
H -1.23878 -3.87867 -0.75509
H 4.07123 2.37924 0.19266
H 4.22335 0.58609 0.41567
H 3.89597 1.40502 -1.25331
H -4.37909 1.48732 -0.90441
H -5.22167 -0.60966 -0.34494
```

Summary:
gap between HOMO and LUMO: 7.82 eV
maximum force: 4.21 eV/A
ΔE to the lowest compared entry with this formula, charge and spin: 38.4 kcal per mole
multiplicity: 1
electronic energy: -652.69700 a.u.